# 1
This record from the Open Molecules 2025 dataset describes C3H3NO2 in the gas phase in a non-equilibrium geometry. The level of theory is ωB97M-V/def2-TZVPD.

Geometry as XYZ:
```
9
Properties=species:S:1:pos:R:3:forces:R:3:lowdin_charge:R:1
O 0.01818 1.48319 -0.47426 -0.08 0.05 0.00 0.01
C 0.26817 0.30216 0.20872 0.05 -0.11 0.11 -0.36
C -0.95385 -0.62026 0.14977 -0.41 0.16 -0.09 -0.16
O -1.99724 -0.18947 -0.27392 0.55 -0.27 0.17 0.09
C 1.49494 -0.37575 -0.25705 0.90 -0.45 -0.19 -0.15
N 2.49421 -0.90354 -0.49938 -1.03 0.45 0.12 0.17
H -0.93436 1.46794 -0.68254 0.14 0.03 -0.03 0.10
H 0.45807 0.47953 1.28215 -0.14 0.06 -0.03 0.16
H -0.84811 -1.64379 0.54649 0.02 0.08 -0.05 0.14
```
Positions in Å, forces in eV/Å.

- HOMO level (eV) = -11.258
- lowest unoccupied orbital energy (Ha) = 0.004
- energy above the lowest of the compared OMol25 structures with the same formula, charge and spin (kJ/mol) = 168.5
- Kohn-Sham gap (eV) = 11.36
- strongest force on any atom (eV Å⁻¹) = 1.13

# 2
This record from the Open Molecules 2025 dataset describes FNa3 as an isolated structure. The level of theory is ωB97M-V/def2-TZVPD.

Geometry as XYZ:
```
4
Properties=species:S:1:pos:R:3:forces:R:3:lowdin_charge:R:1
Na 2.18595 1.89616 3.02552 0.11 -0.16 -0.40 0.97
Na -0.95342 0.10700 -4.30636 0.28 0.01 0.10 0.98
Na -2.26981 -1.77245 1.54184 0.37 0.01 -0.16 0.96
F 1.03729 -0.23071 -0.26099 -0.75 0.14 0.46 -0.90
```
Positions in Å, forces in eV/Å.

- HOMO level (eV) = -13.264
- lowest unoccupied orbital energy (Ha) = -0.262
- energy above the lowest of the compared OMol25 structures with the same formula, charge and spin (kJ/mol) = 233.6
- Kohn-Sham gap (eV) = 6.12
- strongest force on any atom (eV Å⁻¹) = 0.90
- charge = +2

# 3
This record from the Open Molecules 2025 dataset describes a 2-piece molecular cluster, C4H9O3 overall in a non-equilibrium geometry. The level of theory is ωB97M-V/def2-TZVPD.

Geometry as XYZ:
```
16
Properties=species:S:1:pos:R:3:forces:R:3:lowdin_charge:R:1
C -0.00810 -1.68501 0.16629 -1.46 -0.58 0.29 -0.38
C -1.24154 -1.95441 1.08703 0.40 0.97 0.14 -0.11
O 0.89013 -0.80462 0.73715 -0.28 0.36 -0.17 -0.13
H 0.49249 -2.64064 -0.03581 -0.14 -0.14 -0.24 0.09
H -0.50290 -1.34184 -0.75245 0.69 0.28 -0.33 0.10
H -0.95773 -2.60317 1.90591 -0.23 -0.31 0.21 0.05
H 1.21150 -0.13676 0.01903 0.25 -0.31 0.41 0.01
H -2.16196 -2.26723 0.58231 0.43 -0.61 -0.21 0.05
H -1.55797 -0.99848 1.52153 0.36 0.04 0.10 0.06
C -0.12809 2.09472 -0.76773 0.73 0.24 0.93 -0.03
C 1.43049 2.00864 -0.84031 -0.34 -0.52 0.78 -0.72
O 1.91527 0.82675 -0.86693 -0.11 0.59 -0.38 -0.10
O 2.05514 3.06982 -0.75443 0.01 0.11 -0.40 -0.06
H -0.38583 2.43929 0.24305 0.23 0.17 -0.08 0.06
H -0.58716 1.10941 -0.80561 -0.20 0.09 -0.76 0.04
H -0.46376 2.88354 -1.43902 -0.33 -0.40 -0.28 0.06
```
Positions in Å, forces in eV/Å.

- HOMO level (eV) = -4.625
- lowest unoccupied orbital energy (Ha) = 0.143
- energy above the lowest of the compared OMol25 structures with the same formula, charge and spin (kJ/mol) = 53.6
- Kohn-Sham gap (eV) = 8.52
- strongest force on any atom (eV Å⁻¹) = 1.59
- charge = -1